ORCA calculation (ωB97M-V/def2-TZVPD) on a molecular structure, C14H23BLiNO6P.

Atoms and positions in Å:
C -1.75 0.85 3.62
C -1.98 1.88 2.49
C -0.65 2.35 1.92
O -0.43 3.51 1.64
O 0.28 1.36 1.74
C 1.48 1.85 1.18
C 2.47 0.68 0.99
P 2.70 0.13 -0.82
O 3.03 -0.38 -2.47
C 0.89 -0.22 -1.06
C 0.21 1.00 -1.76
C -0.97 0.70 -2.70
O -1.52 1.65 -3.21
N -1.45 -0.63 -2.99
C -2.15 -1.26 -1.92
C -2.25 -0.78 -0.63
C -2.93 -1.45 0.36
C -3.56 -2.63 0.07
C -3.49 -3.10 -1.22
C -2.80 -2.46 -2.21
B 3.97 -1.20 -0.18
O 5.33 -0.98 -0.23
O 3.50 -2.40 0.35
H -1.27 1.31 4.49
H -1.07 0.05 3.30
H -2.68 0.35 3.92
H -2.59 2.72 2.81
H -2.44 1.32 1.66
H 1.32 2.44 0.25
H 1.93 2.54 1.91
H 3.45 1.03 1.35
H 2.14 -0.13 1.66
H 3.22 1.42 -1.20
H 3.41 -1.26 -2.43
H 0.46 -0.45 -0.08
H 0.76 -1.13 -1.66
H -0.21 1.62 -0.95
H 0.97 1.59 -2.30
H -0.72 -1.22 -3.38
H -1.80 0.17 -0.35
H -2.98 -1.08 1.38
H -4.10 -3.21 0.82
H -4.00 -4.02 -1.51
H -2.76 -2.84 -3.22
H 5.64 -0.66 0.63
H 3.51 -2.31 1.32
Li 1.88 3.29 -1.40

As for the LUMO energy: -4.528 eV. The calculation puts the frontier orbital gap at 6.6955 eV. The spin multiplicity is 1. The total charge is +1. The value obtained for the total energy is -1427.001440 Ha. The value obtained for the maximum force is 0.042 Eh/bohr. For the HOMO energy, the calculation gives -11.223 eV.